A cluster of 10 separate species, C45H104N4O6 in total in a non-equilibrium geometry, computed with ωB97M-V/def2-TZVPD.

Last column: Löwdin charge in e.
Cartesian coordinates (Å):
C -0.990071 -3.745772 2.614402  -0.0753
C -0.827820 -4.066210 4.088132  -0.2966
N 0.348494 -3.682273 4.774392  -0.2106
C 1.692279 -3.967949 4.157846  -0.1820
C 2.101625 -5.462033 4.457423  -0.0783
C 0.193982 -3.983507 6.233138  -0.2235
C -0.532343 -2.747365 6.778535  -0.0900
H -1.960861 -4.050600 2.223586  0.0779
H -0.201265 -4.158642 1.985585  0.0610
H -0.945177 -2.669142 2.450186  0.0580
H -1.668306 -3.572776 4.576210  0.1054
H -0.892474 -5.150565 4.178036  0.1090
H 1.696357 -3.849695 3.074292  0.0953
H 2.358952 -3.269510 4.663633  0.0916
H 1.495575 -6.146053 3.863361  0.0648
H 3.124666 -5.678522 4.149818  0.0605
H 2.050390 -5.765155 5.503174  0.0568
H 1.196178 -4.068534 6.653220  0.1018
H -0.215009 -4.980767 6.395305  0.1110
H -1.581526 -2.768953 6.483802  0.0628
H -0.133680 -1.774955 6.489446  0.0633
H -0.363474 -2.579512 7.842212  0.0634
C 2.689446 -3.829234 -5.190401  -0.1033
C 2.129570 -2.750212 -6.082971  -0.2710
N 1.296492 -1.735639 -5.378498  -0.1650
C 0.977236 -0.590481 -6.284098  -0.2620
C -0.113131 0.241978 -5.639985  -0.0897
C 1.976832 -1.242760 -4.160911  -0.2121
C 3.379706 -0.536380 -4.493128  -0.0543
H 3.487942 -3.441792 -4.557649  0.0640
H 3.110448 -4.629121 -5.799544  0.0753
H 1.843027 -4.308299 -4.698288  0.0677
H 2.933915 -2.329984 -6.686738  0.1121
H 1.424692 -3.333317 -6.675618  0.1101
H 1.725208 0.134866 -6.604282  0.0986
H 0.606381 -1.032530 -7.208842  0.1082
H 0.210412 1.163515 -5.156063  0.0602
H -0.898029 0.390738 -6.381542  0.0712
H -0.586781 -0.336642 -4.846912  0.0657
H 2.079335 -2.063011 -3.450442  0.0949
H 1.326758 -0.512137 -3.679552  0.0726
H 4.134981 -1.314425 -4.603995  0.0472
H 3.725654 0.082584 -3.665293  0.0529
H 3.474704 -0.075210 -5.476180  0.0580
C 1.951158 3.351273 -3.037626  -0.0538
C 1.125774 4.650495 -3.131996  -0.2560
N -0.312462 4.535110 -3.339623  -0.1908
C -0.735417 5.948448 -3.403946  -0.2359
C -0.270154 6.519660 -4.811333  -0.0821
C -0.977451 3.840141 -2.268298  -0.2318
C -2.445979 3.508572 -2.688068  -0.0614
H 1.481272 2.601637 -3.674293  0.0696
H 1.934772 2.974136 -2.015078  0.0367
H 3.003829 3.475221 -3.291848  0.0663
H 1.231694 5.312190 -2.272329  0.1039
H 1.585132 5.157878 -3.980319  0.1007
H -1.818571 6.068592 -3.382967  0.1010
H -0.294928 6.589195 -2.640064  0.1019
H -1.127049 7.085867 -5.176354  0.0586
H 0.677433 7.058342 -4.813181  0.0623
H -0.225428 5.671725 -5.494783  0.0715
H -1.010015 4.471304 -1.380218  0.1003
H -0.453239 2.909967 -2.049036  0.0914
H -2.885344 2.911607 -1.888882  0.0382
H -2.459919 2.981831 -3.642234  0.0728
H -3.138234 4.309832 -2.946675  0.0588
C -4.636467 1.462790 0.577985  -0.0898
C -6.126896 1.332367 0.269571  -0.2128
N -6.735783 0.230158 1.126005  -0.1690
C -6.605888 0.534144 2.545676  -0.2603
C -6.688666 -0.818446 3.317696  -0.0797
C -8.147479 0.024475 0.788324  -0.2660
C -9.076484 1.125031 1.195411  -0.1140
H -4.000073 1.896313 -0.193476  0.0452
H -4.318791 0.425589 0.684731  0.0827
H -4.391616 2.102554 1.425844  0.0605
H -6.641538 2.268518 0.486062  0.0978
H -6.288770 1.021031 -0.762401  0.1111
H -7.309098 1.213987 3.026724  0.1045
H -5.614018 0.913369 2.791620  0.0881
H -7.548498 -1.406822 2.997368  0.0527
H -6.805244 -0.670434 4.391286  0.0656
H -5.821945 -1.446622 3.112054  0.0654
H -8.195353 0.019813 -0.300609  0.1080
H -8.548086 -0.906300 1.189921  0.1036
H -8.614321 2.099803 1.039381  0.0660
H -9.992813 1.183786 0.608047  0.0721
H -9.478204 1.064100 2.206845  0.0703
C 6.084245 3.554583 -1.582579  -0.2017
C 7.467142 3.055680 -1.335534  -0.1614
C 7.368460 2.404548 0.049598  -0.2102
O 6.020150 2.475295 0.380655  -0.1550
C 5.162068 2.717100 -0.740002  -0.1916
H 5.669032 3.367133 -2.572815  0.1074
H 5.916956 4.602630 -1.334169  0.1183
H 8.108857 3.936759 -1.334417  0.1070
H 7.862034 2.422229 -2.129821  0.1127
H 7.959164 2.984346 0.758830  0.1239
H 7.652872 1.359732 -0.075202  0.1188
H 4.291863 3.333484 -0.514386  0.1173
H 4.891867 1.789019 -1.243757  0.1157
C -1.395552 0.441762 4.436907  -0.1954
C -0.691144 1.632203 4.033340  -0.1725
C -1.409888 2.092648 2.808157  -0.2209
O -2.698978 1.632364 3.002399  -0.1298
C -2.719934 0.425028 3.690737  -0.2128
H -1.573909 0.470077 5.511846  0.1168
H -0.907577 -0.482374 4.127144  0.1047
H 0.372255 1.586886 3.798301  0.1197
H -0.908163 2.363029 4.812368  0.1264
H -1.110930 1.713337 1.830994  0.1087
H -1.419720 3.174787 2.677862  0.1054
H -2.728634 -0.548458 3.200468  0.1091
H -3.494334 0.316348 4.450071  0.1192
C 0.767765 -0.363867 0.090125  -0.1766
C -0.711341 -0.589706 0.055926  -0.1254
C -1.049465 -0.076486 -1.365000  -0.1348
O 0.177661 0.513732 -1.849370  -0.2037
C 1.108160 0.809548 -0.797009  -0.1885
H 1.356016 -1.170101 -0.348099  0.1120
H 1.278442 -0.314762 1.051843  0.1014
H -1.290467 -0.095047 0.835684  0.0908
H -0.913574 -1.659897 0.099481  0.0907
H -1.768711 0.741528 -1.324638  0.0937
H -1.410402 -0.726607 -2.161971  0.1136
H 0.836757 1.773092 -0.365701  0.0990
H 2.110463 0.962235 -1.197246  0.1094
C -0.612645 -5.275068 -2.772691  -0.1601
C -1.561235 -6.071259 -1.888452  -0.1832
C -1.634872 -5.305077 -0.585513  -0.2589
O -1.365166 -3.983495 -0.874305  -0.1346
C -0.915210 -3.886521 -2.236841  -0.1865
H -0.692602 -5.389438 -3.853721  0.1155
H 0.380474 -5.619881 -2.484760  0.1106
H -1.364434 -7.141667 -1.828552  0.1137
H -2.572039 -6.075220 -2.296307  0.1095
H -0.849326 -5.735029 0.035904  0.1110
H -2.589218 -5.447547 -0.078527  0.1226
H 0.040162 -3.369986 -2.144355  0.1118
H -1.625498 -3.355671 -2.870698  0.1227
C 3.642315 -0.996235 3.422195  -0.2019
C 4.396744 0.265780 3.136037  -0.1799
C 5.715451 -0.257866 2.687890  -0.2320
O 5.440284 -1.436114 1.963361  -0.1183
C 4.100528 -1.911100 2.284007  -0.1655
H 2.566435 -0.821336 3.422909  0.1013
H 3.793226 -1.406484 4.420699  0.1056
H 4.396220 0.829662 4.068853  0.1243
H 3.949782 0.736306 2.260299  0.1176
H 6.311191 -0.546181 3.553956  0.1198
H 6.253323 0.529232 2.159425  0.1052
H 4.080987 -2.984833 2.470617  0.1066
H 3.381235 -1.782337 1.475228  0.0987
C 0.226724 4.848564 1.382962  -0.2140
O 0.966327 3.786419 1.811829  -0.0881
H 0.502570 5.283996 0.422548  0.0631
H -0.841444 4.667013 1.263922  0.0725
H 0.255734 5.709260 2.051148  0.0839
H 1.832333 4.102036 2.080198  0.0943

Forces on the atoms, in the same order (eV/Å):
0.6365 0.8301 -0.2464
-0.7006 -0.8498 -0.8307
1.7114 0.7817 -0.1832
-1.2472 -1.8775 1.9786
0.3524 0.5349 -0.6871
1.4168 1.7758 -1.6323
0.0323 -0.0687 1.0642
0.0653 -0.2827 0.1738
-0.0869 -0.2498 -0.0315
0.0553 0.2367 0.0450
-0.1619 -0.3811 0.2484
-0.7984 -0.5590 0.0977
-0.1774 0.4430 0.1827
0.2970 -0.0849 -0.3604
-0.2610 0.0158 0.0964
0.1905 0.2074 -0.0872
-0.2235 0.2803 0.0193
0.1187 0.3188 0.0985
-0.7742 0.1274 0.1411
-0.0414 0.1255 0.4930
0.3603 -0.3848 -1.1442
-0.7859 -0.8522 0.5215
0.1217 -0.1237 -0.0954
-0.9845 -0.2735 0.2325
1.6372 0.5909 -0.3524
-0.9350 -0.7459 0.4651
-0.9143 -0.3587 0.2220
0.7608 1.2736 -1.0745
-0.3475 -1.7254 0.5317
-0.2760 -0.3440 0.4401
0.1964 0.1276 -0.2000
0.2452 0.1701 0.7379
-0.0471 0.2402 -0.2537
0.0279 0.5194 -0.8302
0.9575 -0.4890 0.2132
-0.0841 -0.1191 -0.0047
0.0383 0.1238 -0.3770
-0.0132 0.6279 0.1036
-0.0377 -0.1290 0.0297
0.2802 0.0346 -0.0788
-0.0358 -0.0267 -0.0352
0.1559 -0.2884 0.3200
-0.1548 0.3076 -0.2181
-0.6337 0.6034 0.3182
-0.9379 0.0438 0.8526
1.0538 -0.5398 -0.4625
0.4908 1.0159 -0.1047
0.2878 0.0678 -2.4642
-1.2391 -0.6916 0.7521
-1.5605 0.0807 -0.5727
0.5645 -0.3336 -0.0704
0.2076 -0.1073 -0.0844
-0.0435 -0.1517 -0.0345
-0.1261 0.2383 -0.2489
0.7253 -0.0106 0.4907
-0.4401 0.3577 -0.0569
0.0663 -0.3668 0.2488
0.0180 -0.1589 0.5704
0.4573 0.6541 -0.1536
-0.2898 0.1314 0.0204
0.3013 -0.0601 0.0334
0.1157 0.0092 0.5315
-0.0852 -0.0228 -0.0068
-0.2332 -0.1048 -0.2107
0.3620 -0.6502 0.2020
0.3537 0.6363 0.6819
0.0093 -0.1198 -0.2884
-0.2740 -0.7168 0.9113
0.2245 1.4769 -0.1456
0.8904 -1.9922 1.2067
-0.3078 0.2793 -0.2264
0.0565 0.1503 -0.7705
-1.1142 1.2190 0.3508
-0.4822 -0.0288 -0.5865
0.5168 0.1046 0.4989
-0.2809 -0.5803 0.2932
-0.0821 0.2564 -0.3369
-0.0470 0.1763 -0.0393
-0.3702 0.3477 -0.5359
0.0104 0.2080 -0.3908
-0.1338 0.0794 -0.0124
0.1842 0.0579 0.0721
0.1354 0.1679 0.0578
0.0823 -0.5790 -0.1063
0.4038 -0.2446 -0.1921
0.0235 0.0813 0.2732
0.0458 -0.3877 -0.4174
0.4588 0.0130 0.2651
-1.9781 -0.0061 -1.6327
0.9670 0.9639 -0.4185
0.1882 0.0608 -1.5615
-2.0849 -0.2503 1.8384
1.6999 0.3932 0.4235
0.6421 0.5471 -0.6126
0.3153 0.0107 -0.0137
0.3341 -0.1418 0.1458
-0.2294 -0.2828 0.1648
-0.0229 -0.5039 0.3023
0.4103 -0.0995 0.6113
-0.1477 -0.5193 0.6540
-0.1723 -0.2031 0.1119
-0.2024 -3.0469 1.1027
1.4949 2.3783 -0.6037
-0.0233 0.5291 -1.0945
-3.0929 0.1208 -0.5476
0.8415 -0.5212 1.7387
0.2282 -0.5007 0.0205
0.5100 -0.0614 0.5782
0.0851 -0.2272 0.5427
0.5793 0.4447 -0.1232
0.9327 -0.2960 0.0738
-0.2061 -0.0142 0.2892
-0.3800 0.3733 -1.4107
-0.6599 0.7670 -0.3790
2.9517 -0.1697 1.1095
-0.4799 -0.9542 -1.0418
0.6597 1.6640 0.2214
0.3218 0.3846 -1.4312
-2.2578 0.0564 -0.1175
-0.5296 -0.5721 -0.3457
-0.5535 0.3451 0.5767
0.1581 0.1174 -0.1133
-0.1232 -0.0037 0.2390
-0.3274 0.0611 0.2154
0.2364 -0.5727 0.4159
-0.1314 0.2382 0.4210
0.0182 -0.7644 -0.0524
-0.1094 -0.5631 1.1317
-1.7800 -0.8708 -1.1260
0.6242 -1.9682 0.3335
-0.2595 0.8641 -0.8059
1.4671 0.6016 0.0811
-0.3617 0.0425 0.1508
0.3289 0.3890 -0.1195
0.4930 0.0824 0.4141
-0.1734 0.2738 -0.4178
0.1444 0.2090 0.6317
-0.0704 0.2032 0.0175
-0.1972 0.6704 -0.4775
-0.0590 0.1436 0.1737
-1.1770 -1.0213 0.1121
-0.5268 -0.1589 0.4682
0.6676 0.2289 1.0675
-0.7682 -0.7208 -0.9287
0.0322 0.6161 0.3468
-0.1841 -0.0788 -0.3439
0.6674 -0.0120 0.0285
0.2387 0.7019 -0.4966
-0.2481 0.5972 0.3292
0.2839 0.0705 0.2361
0.1220 -0.4963 -0.6219
0.4923 0.0398 0.3673
0.3531 0.2826 -0.6206
-1.2436 2.5683 -0.6772
0.5954 -1.3835 0.3291
0.4869 -0.3245 -0.3985
0.0637 -0.8004 0.1952
0.1454 0.0522 0.4753
0.0463 -0.0714 0.0019

Values from the calculation:
**HOMO-LUMO gap**: 0.3056 Ha
**Total charge**: 0
**SMILES**: CCN(CC)CC.CCN(CC)CC.CCN(CC)CC.CCN(CC)CC.C1CCOC1.C1CCOC1.C1CCOC1.C1CCOC1.C1CCOC1.CO
**LUMO energy**: 0.48 eV
**Largest force on an atom**: 3.25 eV/A